Record 1
ORCA calculation (wB97M-V/def2-TZVPD) on 2 unconnected molecules or ions with the total composition C3H10NO2 at a distorted geometry.

XYZ file:
```
16
C3H10NO2, DFT wB97M-V/def2-TZVPD
C -0.85835 1.33963 1.22161
N -0.49813 0.11005 0.56734
C 0.52571 0.58651 -0.52621
C 1.60038 -0.54601 -0.81862
O 2.11312 -0.84706 0.46756
H -1.25372 1.95040 0.32592
H -1.70711 0.92468 1.86619
H -0.27275 1.97201 1.88232
H 0.32381 -0.29897 1.19391
H 0.05041 0.81429 -1.46204
H 1.03442 1.50676 -0.16731
H 1.27123 -1.60247 -1.23517
H 2.02289 -0.06357 -1.77964
H -1.25413 -2.70698 -0.47010
H -1.46686 -1.21561 -0.17515
O -1.63092 -1.92366 -0.89061
```

Summary:
Total charge ... -1
HOMO-LUMO gap ... 0.2520 Ha
E ... -325.458713 Ha
Relative energy (zero: lowest compared OMol25 entry of this formula, charge and spin) ... 60.2 kcal/mol

Record 2
ORCA calculation (wB97M-V/def2-TZVPD) on 2 unconnected molecules or ions with the total composition C3H10NO2 at a distorted geometry.

XYZ file:
```
16
C3H10NO2, DFT wB97M-V/def2-TZVPD
C -0.77679 0.93798 0.25888
N -0.30859 -0.26896 -0.43354
C 0.99099 -0.77478 0.08060
C 1.91878 0.40647 0.43842
O 1.97227 1.29738 -0.59912
H -1.86206 1.12609 0.13325
H -0.11093 1.75976 -0.01038
H -0.84423 0.83511 1.34269
H 0.04380 0.11235 -1.31109
H 1.48809 -1.40145 -0.66350
H 0.78723 -1.39124 0.96980
H 2.92661 0.09745 0.73777
H 1.38765 0.89442 1.31169
H -3.15628 -0.79788 -0.73116
H -1.77287 -1.21395 -0.64582
O -2.68366 -1.61875 -0.87849
```

Summary:
Total charge ... -1
HOMO-LUMO gap ... 0.2488 Ha
E ... -325.509164 Ha
Relative energy (zero: lowest compared OMol25 entry of this formula, charge and spin) ... 28.6 kcal/mol

Record 3
ORCA calculation (wB97M-V/def2-TZVPD) on a molecular structure, C3H10NO2 at a distorted geometry.

XYZ file:
```
16
C3H10NO2, DFT wB97M-V/def2-TZVPD
C 1.89772 0.11434 0.30807
C 0.78989 -0.20040 -0.59105
C -0.53682 -0.62213 -0.12689
N -1.53656 -1.23778 -0.84482
O -0.99339 1.44546 0.37005
O -0.66410 -0.69235 1.18383
H 1.62012 1.08132 0.67234
H 2.23771 -0.63024 1.06195
H 2.83909 0.36521 -0.21185
H 0.94371 -1.09404 -1.24154
H 0.88154 0.66452 -1.39212
H -2.02908 -0.98492 -1.75248
H -2.03834 0.82480 0.48944
H -2.29876 -1.09458 -0.19800
H -1.28180 2.30375 0.72777
H 0.16908 -0.24297 1.54527
```

Summary:
Total charge ... +1
HOMO-LUMO gap ... 0.4300 Ha
E ... -325.187261 Ha
Relative energy (zero: lowest compared OMol25 entry of this formula, charge and spin) ... 81.7 kcal/mol

Record 4
ORCA calculation (wB97M-V/def2-TZVPD) on 2 unconnected molecules or ions with the total composition C3H10NO2 at a distorted geometry.

XYZ file:
```
16
C3H10NO2, DFT wB97M-V/def2-TZVPD
C 2.94337 -1.22215 0.46791
C -1.50925 2.32814 0.21023
C -0.71052 0.17988 0.01715
N -1.50349 -0.12039 -1.23720
O -0.61383 -1.01288 0.76029
O -0.98111 1.28463 0.72399
H 3.48304 -0.27725 0.44231
H 1.96146 -1.17155 -0.14774
H 2.66407 -1.40276 1.54012
H -1.85585 3.16369 0.88785
H -1.99077 2.15803 -0.80187
H 3.37277 -2.22776 0.25479
H -1.16477 0.31053 -2.05010
H -2.61480 0.09079 -1.27676
H -1.33397 -1.10296 -1.33541
H -0.14635 -0.97801 1.54442
```

Summary:
Total charge ... +1
HOMO-LUMO gap (spin up / spin down) ... 0.2798 / 0.3362 Ha
E ... -325.097461 Ha
Relative energy (zero: lowest compared OMol25 entry of this formula, charge and spin) ... 138.1 kcal/mol

Record 5
ORCA calculation (wB97M-V/def2-TZVPD) on 2 unconnected molecules or ions with the total composition C3H10NO2 at a distorted geometry.

XYZ file:
```
16
C3H10NO2, DFT wB97M-V/def2-TZVPD
O 1.79623 0.74288 1.03757
C 2.38030 0.68532 2.07771
O 1.70982 0.56845 3.24375
H 3.45359 0.54913 2.25684
H 1.71797 1.39974 3.71623
C -0.44349 0.74615 -1.18648
N -0.52280 -0.72605 -1.11472
C -1.92397 -1.28027 -1.10838
H 0.56245 1.13961 -1.06429
H -1.00260 1.13889 -0.31224
H -0.97716 1.17418 -2.02431
H -0.06204 -1.15644 -1.91643
H 0.03295 -0.92315 -0.27439
H -2.43961 -0.71095 -1.88404
H -1.78517 -2.34763 -1.22624
H -2.49647 -0.99986 -0.22058
```

Summary:
Total charge ... +1
HOMO-LUMO gap ... 0.4180 Ha
E ... -325.272286 Ha
Relative energy (zero: lowest compared OMol25 entry of this formula, charge and spin) ... 28.4 kcal/mol

Record 6
ORCA calculation (wB97M-V/def2-TZVPD) on a gas-phase ion, C3H10NO2 (charge +1) at a distorted geometry.

XYZ file:
```
16
C3H10NO2, DFT wB97M-V/def2-TZVPD
N 0.22534 2.03467 0.51840
C 0.28577 0.65043 0.99516
C 0.31038 -0.24891 -0.25485
O -0.40825 0.33936 -1.30623
C -0.21439 -1.72277 -0.01452
O -1.07451 -2.12291 -1.03998
H -0.36278 2.61191 1.09120
H -0.02124 2.07161 -0.46564
H 1.12905 2.39067 0.44808
H -0.73118 0.48691 1.46834
H 1.04551 0.42661 1.58709
H 1.41734 -0.31976 -0.54585
H -0.97172 -0.36431 -1.52292
H -0.72868 -1.65102 0.95138
H 0.68611 -2.34429 0.04389
H -0.58674 -2.23821 -1.95355
```

Summary:
Total charge ... +1
HOMO-LUMO gap ... 0.4161 Ha
E ... -325.244213 Ha
Relative energy (zero: lowest compared OMol25 entry of this formula, charge and spin) ... 46.0 kcal/mol
SMILES string ... [NH3+]C[C@H](O)CO

Record 7
ORCA calculation (wB97M-V/def2-TZVPD) on a single C3H10NO2P molecule at a distorted geometry.

XYZ file:
```
17
C3H10NO2P, DFT wB97M-V/def2-TZVPD
C 1.71575 -1.36847 0.24050
N 1.25730 -0.38361 1.21835
P 0.37082 0.98522 0.80939
C 0.97021 1.27204 -0.99498
O -1.16934 0.30238 0.32616
C -2.43872 0.48353 0.84335
O -3.37006 -0.46262 0.46239
H 2.81592 -1.46441 0.56000
H 1.30082 -2.34298 0.35443
H 1.70065 -0.79370 -0.61461
H 1.38498 -0.62587 2.22421
H 0.75409 0.33370 -1.61798
H 0.74436 2.05470 -1.59186
H 2.07823 1.35414 -0.80823
H -2.81711 1.50466 0.46335
H -2.50387 0.41757 1.90710
H -3.33659 -0.67378 -0.59344
```

Summary:
Total charge ... 0
HOMO-LUMO gap ... 0.3610 Ha
E ... -666.841776 Ha
Relative energy (zero: lowest compared OMol25 entry of this formula, charge and spin) ... 97.0 kcal/mol
SMILES string ... CNP(C)OCO

Record 8
ORCA calculation (wB97M-V/def2-TZVPD) on 2 unconnected molecules or ions with the total composition C3H10NO2PS at a distorted geometry.

XYZ file:
```
18
C3H10NO2PS, DFT wB97M-V/def2-TZVPD
O -3.62118 1.14739 0.75867
P -2.97099 0.34744 -0.48636
O -1.49797 0.97953 -0.14177
S -2.68000 -1.69777 -0.00778
H -2.82140 1.57554 1.03325
H -0.61576 0.65916 -0.68704
H -2.97881 -2.21900 -1.14206
C 1.64842 -0.33725 -1.83436
N 0.94597 0.06717 -0.83751
C 1.26857 -0.44127 0.45278
C 1.80277 0.62534 1.42664
H 1.34897 -0.05706 -2.89429
H 2.42717 -0.99794 -1.94257
H 1.81790 -1.35419 0.41985
H 0.20429 -0.77981 0.91951
H 2.72689 1.07694 1.03772
H 1.02235 1.30458 1.57854
H 1.97282 0.10122 2.34677
```

Summary:
Total charge ... 0
HOMO-LUMO gap ... 0.3228 Ha
E ... -1065.072297 Ha
Relative energy (zero: lowest compared OMol25 entry of this formula, charge and spin) ... 35.6 kcal/mol
SMILES string ... OP(O)S.C=NCC

Record 9
ORCA calculation (wB97M-V/def2-TZVPD) on 2 unconnected molecules or ions with the total composition C3H10NO2Si at a distorted geometry.

XYZ file:
```
17
C3H10NO2Si, DFT wB97M-V/def2-TZVPD
C -0.40770 -2.74462 -0.12441
C -0.77051 -1.61464 0.47461
C -0.95924 1.80593 -0.68920
N -2.22736 1.76426 -0.00202
O 3.42328 -1.37436 0.69738
O 1.34829 -0.11899 -0.32888
Si -0.16649 0.02930 -0.10106
H -0.79280 -3.68815 0.23634
H 0.32494 -2.83680 -0.91931
H -1.65510 -1.76543 1.25540
H -0.39702 2.64807 -0.48848
H -1.09410 1.74871 -1.82610
H -3.00373 2.05539 -0.64219
H -2.33285 2.65011 0.63600
H 3.28787 -2.26039 0.99136
H 4.31025 -1.18297 0.53386
H 2.13539 -0.63623 -0.10519
```

Summary:
Total charge ... +1
HOMO-LUMO gap ... 0.3391 Ha
E ... -614.753617 Ha
Relative energy (zero: lowest compared OMol25 entry of this formula, charge and spin) ... 78.9 kcal/mol

Record 10
ORCA calculation (wB97M-V/def2-TZVPD) on 3 unconnected molecules or ions with the total composition C3H10NO3S at a distorted geometry.

XYZ file:
```
18
C3H10NO3S, DFT wB97M-V/def2-TZVPD
O 2.45478 -1.42654 0.40033
C 1.27693 -1.37309 0.05126
N 0.71484 -0.35563 -0.59353
C -0.72532 -0.16242 -0.82106
C -0.87234 1.20523 -1.56998
S -1.10790 2.45522 -0.25213
H 0.63832 -2.10673 0.56238
H 1.23336 0.51054 -0.65499
H -1.29078 0.03574 0.09355
H -1.09953 -0.99751 -1.41651
H -1.68501 1.13329 -2.30408
H -0.01082 1.55787 -2.12844
H -1.85076 -2.76563 -0.59627
H -0.44031 -3.22494 0.21424
O -1.21643 -3.43397 -0.29146
H 1.32813 0.35762 2.36552
H 0.66378 1.64865 2.12491
O 0.92150 1.08238 2.85893
```

Summary:
Total charge ... -1
HOMO-LUMO gap ... 0.2410 Ha
E ... -798.997679 Ha
Relative energy (zero: lowest compared OMol25 entry of this formula, charge and spin) ... 39.1 kcal/mol

Record 11
ORCA calculation (wB97M-V/def2-TZVPD) on a molecular structure, C3H10NO5PS2Si2Tl at a distorted geometry.

XYZ file:
```
25
C3H10NO5PS2Si2Tl, DFT wB97M-V/def2-TZVPD
O 0.74864 -3.06726 2.31248
N 1.44284 -2.38311 1.74321
O 1.32275 -2.60215 0.32122
C 2.02075 -1.64953 -0.42046
Si 1.25290 0.10685 -0.38277
S 0.47982 0.55183 -2.31778
O 0.24142 0.43920 0.85085
Si -1.33398 -0.25233 0.76216
C -2.43732 0.51380 -0.59460
C -3.92649 0.31706 -0.15632
O -4.49103 1.23411 0.21958
O -4.48980 -0.88780 -0.22548
P 3.07312 1.53103 -0.06889
S 3.13240 2.05541 1.84447
H 2.08934 -1.95268 -1.47014
H 3.04799 -1.59781 -0.03869
H -0.11104 1.77337 -2.21488
H -1.17026 -1.70889 0.58482
H -1.98011 0.02960 2.05380
H -2.34022 -0.08920 -1.51582
H -2.22358 1.55531 -0.81009
H -4.13368 -1.47022 0.46788
H 3.06348 2.67479 -0.97686
H 4.24972 0.76295 -0.29009
Tl 2.47233 4.11568 0.32240
```

Summary:
Total charge ... +3
HOMO-LUMO gap ... 0.0948 Ha
E ... -2439.100962 Ha

Record 12
ORCA calculation (wB97M-V/def2-TZVPD) on 4 unconnected molecules or ions with the total composition C3H10NO6 at a distorted geometry.

XYZ file:
```
20
C3H10NO6, DFT wB97M-V/def2-TZVPD
O -2.23815 0.64568 3.18174
C -1.55209 0.39287 2.23397
C -0.12601 0.95952 2.12814
N 0.33546 1.05572 0.74447
C 0.41853 -0.14237 -0.00386
O 0.71185 0.03610 -1.22739
O 0.24293 -1.22063 0.57281
H -1.93567 -0.24024 1.41707
H -0.05896 1.95059 2.64041
H 0.53624 0.27483 2.71407
H 0.33554 1.92948 0.31751
H 2.04521 2.62990 -1.33955
H 0.84743 1.72364 -1.64894
O 1.10038 2.64633 -1.58435
H -0.31876 -0.81086 -2.38271
H -0.35674 -2.23851 -2.63185
O -0.77074 -1.45302 -2.94551
H 0.77461 -2.42176 -0.58493
H 1.37894 -1.69781 -1.75110
O 1.19890 -2.62314 -1.51115
```

Summary:
Total charge ... -1
HOMO-LUMO gap ... 0.3423 Ha
E ... -626.625857 Ha
Relative energy (zero: lowest compared OMol25 entry of this formula, charge and spin) ... 0.0 kcal/mol

Question: Which value of total charge does entry 4 give?
Answer: +1

Question: Which formula does entry 6 have?
Answer: C3H10NO2

Question: Among the records above, which one has the lowest E?
Answer: C3H10NO5PS2Si2Tl

What did the fourth record say?
ORCA calculation (wB97M-V/def2-TZVPD) on 2 unconnected molecules or ions with the total composition C3H10NO2 at a distorted geometry.

XYZ file:
```
16
C3H10NO2, DFT wB97M-V/def2-TZVPD
C 2.94337 -1.22215 0.46791
C -1.50925 2.32814 0.21023
C -0.71052 0.17988 0.01715
N -1.50349 -0.12039 -1.23720
O -0.61383 -1.01288 0.76029
O -0.98111 1.28463 0.72399
H 3.48304 -0.27725 0.44231
H 1.96146 -1.17155 -0.14774
H 2.66407 -1.40276 1.54012
H -1.85585 3.16369 0.88785
H -1.99077 2.15803 -0.80187
H 3.37277 -2.22776 0.25479
H -1.16477 0.31053 -2.05010
H -2.61480 0.09079 -1.27676
H -1.33397 -1.10296 -1.33541
H -0.14635 -0.97801 1.54442
```

Summary:
Total charge ... +1
HOMO-LUMO gap (spin up / spin down) ... 0.2798 / 0.3362 Ha
E ... -325.097461 Ha
Relative energy (zero: lowest compared OMol25 entry of this formula, charge and spin) ... 138.1 kcal/mol